Here is a molecular structure, C45H78N11P2ScSe from the Open Molecules 2025 dataset. Energies are from the ωB97M-V functional and the def2-TZVPD basis.

Summary:
- E_LUMO: -10.65 eV
- Highest occupied orbital energy: -16.56 eV
- Maximum force: 0.18 eV/A

```
! wB97M-V def2-TZVPD RIJCOSX def2/J DEFGRID3
* xyz 4 1
Sc 0.46756 -0.08617 -1.36364
C 0.36586 -4.03553 -2.31605
P 1.44045 -2.64840 -1.82464
C 2.55790 -2.45815 -3.26258
N 3.45788 -3.40011 -3.42868
C 4.27466 -3.32897 -4.49870
C 5.25583 -4.32482 -4.71112
C 6.06890 -4.23181 -5.80086
C 5.94687 -3.15305 -6.71944
C 5.01131 -2.17775 -6.54220
C 4.14911 -2.24755 -5.42414
N 3.19906 -1.30750 -5.24355
C 2.41545 -1.40121 -4.19524
P 1.02430 -0.20703 -4.07428
C -0.33604 -1.13462 -4.87061
C 1.34825 1.23539 -5.21205
C 0.25132 2.27318 -4.94362
C 2.72987 1.82403 -4.91732
C 1.26053 0.81358 -6.68495
C 2.42829 -3.29054 -0.38288
C 1.51170 -3.22401 0.84475
C 3.64951 -2.38404 -0.21115
C 2.87664 -4.74640 -0.56037
H 1.01274 -4.84299 -2.66139
H -0.30808 -3.76513 -3.12685
H -0.22063 -4.39206 -1.46809
H 5.33411 -5.14127 -4.00629
H 6.82079 -4.98861 -5.97983
H 6.60927 -3.11646 -7.57388
H 4.90230 -1.35635 -7.23717
H -0.00055 -1.48156 -5.84810
H -1.21483 -0.50285 -5.00569
H -0.61212 -2.00552 -4.27881
H 0.31394 2.69394 -3.93762
H -0.75316 1.87312 -5.09828
H 0.37288 3.10199 -5.64273
H 3.52438 1.13596 -5.19614
H 2.85755 2.08933 -3.86439
H 2.85430 2.73672 -5.50301
H 0.25454 0.50329 -6.96681
H 1.96680 0.02461 -6.92832
H 1.50508 1.68621 -7.29400
H 1.15055 -2.21253 1.06389
H 2.06005 -3.57382 1.72081
H 0.63763 -3.87034 0.73940
H 3.38462 -1.31818 -0.22480
H 4.37964 -2.54853 -1.00229
H 4.13559 -2.59688 0.74276
H 2.03020 -5.43200 -0.59791
H 3.47658 -5.02589 0.30831
H 3.48237 -4.87936 -1.45155
N 2.08138 4.86431 1.88104
C 1.85281 3.68480 0.96438
C 2.84256 2.57400 1.30869
C 2.75517 1.38001 0.34564
N 1.56014 0.48455 0.55981
C 2.79000 1.86083 -1.09935
C 1.70205 2.88474 -1.40356
N 0.34369 2.23914 -1.30452
C 1.88050 4.10964 -0.49704
H 3.03947 5.22530 1.82651
H 1.89844 4.59753 2.85544
H 1.44706 5.63916 1.66253
H 0.84667 3.37282 1.22634
H 2.68921 2.23705 2.33717
H 3.86601 2.95751 1.23886
H 3.63323 0.76010 0.52219
H 0.85326 0.94003 1.17663
H 1.87131 -0.31642 1.10800
H 2.73893 1.00696 -1.79678
H 3.76573 2.30825 -1.30312
H 1.80704 3.21186 -2.43596
H -0.27348 2.66443 -1.99437
H -0.10425 2.43823 -0.40352
H 1.10080 4.84813 -0.70087
H 2.83958 4.56938 -0.75379
C -2.26248 4.08277 5.81431
C -2.85726 4.83238 4.62276
C -4.12726 4.21206 4.03705
C -3.90992 3.02445 3.10662
N -3.25584 1.88679 3.76094
C -1.98253 1.49965 3.63848
Se -0.74626 2.26196 2.44041
N -1.71728 0.51860 4.52577
C -0.33501 0.04060 4.74636
C -0.12249 -1.34619 5.33483
C -0.28608 -2.47803 4.33024
C -1.68690 -2.62799 3.74948
C -2.89822 0.24298 5.24304
C -3.23154 -0.65094 6.26470
C -4.53087 -0.62869 6.72780
C -5.49525 0.24420 6.20600
C -5.17663 1.13417 5.20489
C -3.86301 1.11526 4.74592
H -1.49453 4.68275 6.30197
H -1.80076 3.13108 5.53861
H -3.02900 3.87489 6.56260
H -2.10914 4.94651 3.82971
H -3.10822 5.84269 4.94819
H -4.66224 4.95706 3.44391
H -4.80206 3.93247 4.84928
H -3.28138 3.30767 2.26303
H -4.86341 2.66574 2.71366
H 0.13167 0.05727 3.76171
H 0.16958 0.79506 5.35420
H -0.72069 -1.50852 6.22085
H 0.90912 -1.34899 5.69471
H 0.01344 -3.41048 4.81147
H 0.43656 -2.31313 3.51910
H -2.05161 -1.70873 3.28047
H -1.70936 -3.41982 2.99744
H -2.40875 -2.90577 4.52063
H -2.53224 -1.33792 6.70259
H -4.81089 -1.30524 7.52342
H -6.50115 0.22076 6.60134
H -5.91345 1.81471 4.80167
C -1.82200 -1.08282 0.48178
N -1.63523 -0.50307 -0.92641
C -2.25118 -1.52436 -1.88849
N -3.61518 -1.80693 -1.57682
C -3.70913 -2.34167 -0.21539
N -3.20123 -1.36436 0.75440
C -3.98810 -0.13252 0.64109
N -3.90131 0.42154 -0.71440
C -2.53509 0.73571 -1.00183
C -4.40302 -0.57409 -1.66864
H -1.44351 -0.34576 1.19727
H -1.23989 -2.00671 0.54548
H -1.65708 -2.43723 -1.82048
H -2.18228 -1.11005 -2.89549
H -3.13190 -3.26496 -0.14127
H -4.75003 -2.56599 0.01004
H -3.60961 0.60096 1.35160
H -5.02874 -0.35315 0.87368
H -2.16902 1.45315 -0.26260
H -2.45246 1.14147 -2.01552
H -4.34494 -0.17422 -2.68225
H -5.44477 -0.79473 -1.44416
*
```

Results of the Löwdin charge analysis, in e, for atoms 1 through 2: 0.937 -0.206


Here is 12 unconnected molecules or ions with the total composition C45H79N5O17 in a non-equilibrium geometry from the Open Molecules 2025 dataset. Energies are from the ωB97M-V functional and the def2-TZVPD basis.

Summary:
- SMILES: CCOC(C)=O.CCOC(C)=O.CCOC(C)=O.CCOC(C)=O.O=C1OCCO1.O=C1OCCO1.O=C1OCCO1.CCCC#N.CCCC#N.CCCC#N.CCCC#N.CCCC#N
- E_LUMO: 0.20 eV
- Highest occupied orbital energy: -9.08 eV
- Maximum force: 5.05 eV/A

```
! wB97M-V def2-TZVPD RIJCOSX def2/J DEFGRID3
* xyz 0 1
C -14.87244 -9.10625 31.91804
C -14.57229 -8.28432 30.60807
O -14.43570 -9.13545 29.45486
C -14.13286 -8.61696 28.28811
C -13.88399 -9.74463 27.28616
O -14.19352 -7.41058 27.99693
H -14.86882 -8.53864 32.84858
H -14.12889 -9.90268 31.94877
H -15.83057 -9.62174 31.98388
H -15.26392 -7.44818 30.50498
H -13.59700 -7.84775 30.82330
H -14.84602 -10.21754 27.08882
H -13.05087 -10.35197 27.63994
H -13.52106 -9.23351 26.39445
C -10.92444 -10.12050 23.22058
C -11.69888 -9.01184 23.99365
O -10.84772 -7.89199 24.25455
C -11.25950 -6.98479 25.03624
C -10.45763 -5.71509 25.02695
O -12.28673 -7.02433 25.71476
H -10.67064 -9.78426 22.21528
H -11.63321 -10.94176 23.11438
H -10.06674 -10.47281 23.79358
H -12.61872 -8.81996 23.44122
H -12.03746 -9.44345 24.93555
H -9.55339 -5.64598 24.42222
H -10.05575 -5.65450 26.03834
H -11.08364 -4.85687 24.78266
C -15.85579 -21.43460 24.26041
C -16.73973 -20.28146 24.92522
O -16.60188 -19.01167 24.16668
C -17.51752 -18.02674 24.20096
C -17.19983 -16.83052 23.32870
O -18.49423 -18.05305 24.91929
H -16.12782 -22.38811 24.71309
H -14.79611 -21.28806 24.46944
H -16.11740 -21.45785 23.20253
H -17.79760 -20.54077 24.88308
H -16.48886 -20.14581 25.97725
H -16.51347 -16.31534 24.00071
H -18.14514 -16.29394 23.24763
H -16.83352 -17.31477 22.42348
C -18.83044 -12.13364 27.55707
C -19.17562 -13.46803 28.26237
O -20.53773 -13.73382 28.24312
C -21.14821 -14.42831 27.21744
C -22.63343 -14.42723 27.50169
O -20.60302 -15.09137 26.31830
H -19.18371 -12.22704 26.53014
H -17.77453 -11.87699 27.64239
H -19.35803 -11.28006 27.98269
H -18.60235 -14.23666 27.74403
H -18.90611 -13.48432 29.31840
H -23.03590 -15.07396 26.72203
H -23.02306 -13.42326 27.33336
H -23.02383 -14.74617 28.46811
O -17.14930 -13.43698 25.29595
C -16.14687 -12.98242 24.84939
O -15.29798 -13.57809 24.10225
C -14.26322 -12.77774 23.59059
C -14.73489 -11.38935 23.99006
O -15.81823 -11.65598 24.77322
H -13.29974 -12.96843 24.06328
H -14.19044 -12.79713 22.50319
H -14.93083 -10.86269 23.05607
H -13.87419 -10.91138 24.45785
O -11.67540 -11.99110 26.21450
C -10.74774 -12.71766 25.86690
O -9.86291 -13.35912 26.65735
C -8.98656 -14.12355 25.92667
C -9.56753 -13.99631 24.52718
O -10.56261 -13.00477 24.64255
H -7.97061 -13.73055 25.96529
H -9.11052 -15.11289 26.36705
H -9.80638 -14.97057 24.10073
H -8.86855 -13.54168 23.82515
O -12.07595 -14.25435 21.74619
C -11.15215 -13.70262 21.12238
O -11.02605 -12.35717 20.96949
C -9.88776 -12.04664 20.22109
C -9.58065 -13.38430 19.56879
O -10.17514 -14.34489 20.45840
H -10.16365 -11.36878 19.41331
H -9.09403 -11.73746 20.90116
H -8.49430 -13.46679 19.53488
H -9.99097 -13.37799 18.55900
C -13.83803 -9.84820 19.62155
C -14.21172 -11.32784 19.30985
C -13.88866 -11.79085 17.89012
C -12.50135 -11.73727 17.44072
N -11.41123 -11.63806 17.16308
H -14.46421 -9.17911 19.03137
H -12.79949 -9.61024 19.39154
H -14.03934 -9.59697 20.66293
H -15.24144 -11.63208 19.49752
H -13.70580 -11.97181 20.02919
H -14.48112 -11.19130 17.19902
H -14.21228 -12.81842 17.72437
C -19.18475 -8.78472 23.61484
C -18.64362 -9.66016 24.67851
C -17.81221 -8.91297 25.74342
C -16.57912 -8.36208 25.22170
N -15.54917 -7.97893 24.91429
H -18.40617 -8.32066 23.00940
H -19.79112 -8.03677 24.12570
H -19.93841 -9.25688 22.98463
H -18.00085 -10.45753 24.30548
H -19.43799 -10.18984 25.20436
H -17.48389 -9.62032 26.50497
H -18.29358 -8.12608 26.32411
C -17.48030 -9.66144 18.41982
C -18.40982 -9.19199 19.56433
C -19.02859 -10.36355 20.37357
C -18.09971 -11.14539 21.22288
N -17.32944 -11.69228 21.88861
H -17.95221 -10.10469 17.54294
H -16.71885 -10.35077 18.78466
H -16.99028 -8.77032 18.02752
H -19.23193 -8.67055 19.07409
H -17.86424 -8.60490 20.30308
H -19.51941 -11.06502 19.69894
H -19.78117 -9.99945 21.07297
C -15.97245 -14.61107 20.92934
C -17.08632 -14.80911 19.85440
C -16.72349 -15.52405 18.53127
C -16.04750 -16.78718 18.76547
N -15.47395 -17.78944 18.93416
H -15.27724 -13.80601 20.69127
H -15.42979 -15.54846 21.05151
H -16.48177 -14.25109 21.82327
H -17.53331 -13.85739 19.56713
H -17.86214 -15.48193 20.21980
H -15.96913 -14.97818 17.96464
H -17.56666 -15.84888 17.92164
C -13.66785 -15.22431 26.93523
C -12.91383 -15.82301 28.13091
C -13.67143 -16.98838 28.83203
C -13.90357 -18.06367 27.90113
N -14.08241 -18.89797 27.13033
H -13.97265 -15.95770 26.18868
H -13.07735 -14.45003 26.44543
H -14.62322 -14.82743 27.27852
H -12.65257 -15.02458 28.82542
H -12.05271 -16.34922 27.71899
H -14.66015 -16.71258 29.19870
H -13.19765 -17.33408 29.75079
*
```

Results of the Löwdin charge analysis, in e, for atoms 1 through 2: -0.067 -0.189


Here is 7 unconnected molecules or ions with the total composition C45H84Br2F3IN3O18 in a non-equilibrium geometry from the Open Molecules 2025 dataset. Energies are from the ωB97M-V functional and the def2-TZVPD basis.

Summary:
- E_LUMO: -4.17 eV
- Highest occupied orbital energy: -11.90 eV
- Maximum force: 3.23 eV/A

```
! wB97M-V def2-TZVPD RIJCOSX def2/J DEFGRID3
* xyz 1 1
C 6.17344 -1.42537 4.01508
C 5.51370 -0.50601 3.41405
N 5.24655 -0.57012 2.00045
C 6.43744 -0.40460 1.14146
C 7.40831 -1.59430 1.11503
C 8.37848 -1.47439 -0.09232
C 9.88697 -1.50622 0.28394
C 10.53535 -0.11928 0.22044
C 10.01804 0.85872 1.30505
C 11.09722 1.86140 1.77201
C 4.04422 -0.75978 1.49000
N 2.87366 -0.87537 2.20545
I 2.43723 0.64158 3.58773
C 1.74305 -0.93831 1.21081
C 2.43706 -0.49660 -0.07679
C 1.78557 -0.75841 -1.43613
C 1.51813 0.50051 -2.29955
C 0.01947 0.73319 -2.54975
C -0.72204 1.07534 -1.22523
C -1.88826 2.07884 -1.42107
C -3.28181 1.42075 -1.41914
C -4.39678 2.47416 -1.17199
C -5.00657 2.40733 0.23771
C -6.41261 3.04871 0.28190
C -6.89478 3.26954 1.74156
C -8.14584 2.43271 2.07801
N 3.84244 -0.90646 0.14192
C 4.41210 -2.06948 -0.54870
C 3.53361 -3.33607 -0.64614
C 4.16805 -4.53434 0.03639
F 5.35250 -4.81136 -0.55202
Br 4.43155 -4.20837 1.93353
C 3.31300 -5.81561 -0.08407
F 3.85232 -6.74797 0.60141
F 2.10905 -5.61390 0.38841
Br 3.18445 -6.44810 -1.90114
H 6.22845 -2.42081 3.58014
H 6.68660 -1.22910 4.95028
H 5.14891 0.36750 3.94226
H 6.98472 0.46106 1.53449
H 6.12627 -0.14134 0.12733
H 8.02045 -1.55875 2.02202
H 6.88239 -2.55432 1.11724
H 8.20545 -0.50123 -0.57791
H 8.15067 -2.23282 -0.84785
H 10.02416 -1.95049 1.27560
H 10.38533 -2.12467 -0.47307
H 10.35728 0.32609 -0.76714
H 11.62200 -0.20890 0.34027
H 9.71529 0.26014 2.17591
H 9.15464 1.42866 0.93965
H 11.89399 1.98147 1.03084
H 10.67392 2.85367 1.95806
H 11.55966 1.53063 2.70822
H 0.99649 -0.17284 1.43062
H 1.21957 -1.90055 1.22170
H 2.46777 0.59866 0.03598
H 2.40806 -1.43123 -2.04055
H 0.85911 -1.32201 -1.25866
H 2.06432 0.39586 -3.24364
H 1.89479 1.40734 -1.80791
H -0.38853 -0.18954 -2.98199
H -0.09424 1.56634 -3.25039
H -1.12384 0.13139 -0.82631
H 0.01328 1.43945 -0.49322
H -1.72020 2.57710 -2.38189
H -1.84530 2.80327 -0.59792
H -3.30193 0.66691 -0.62031
H -3.43927 0.90663 -2.37458
H -5.18475 2.34747 -1.92228
H -3.92379 3.45965 -1.26783
H -4.34946 2.88701 0.97472
H -5.12420 1.35655 0.54330
H -7.08452 2.32890 -0.20188
H -6.38092 3.99565 -0.26712
H -6.09816 2.93224 2.41578
H -7.08736 4.33065 1.92578
H -7.85001 1.37630 2.13434
H -8.87452 2.50483 1.26149
H -8.58559 2.76228 3.02278
H 4.75607 -1.76654 -1.54194
H 5.31867 -2.33904 -0.00067
H 2.50949 -3.22344 -0.28042
H 3.44786 -3.60349 -1.70749
C 3.78459 3.00491 -4.24542
O 3.45805 4.29664 -4.75349
C 2.17074 4.61798 -4.60190
O 1.34041 3.91446 -4.08302
O 1.96302 5.83126 -5.10670
C 0.59798 6.26755 -4.99634
H 4.84636 2.85520 -4.42018
H 3.57800 2.95791 -3.17697
H 3.21707 2.23697 -4.76878
H 0.29505 6.31189 -3.95279
H -0.06015 5.60454 -5.55298
H 0.56890 7.26230 -5.43092
C -1.13384 -7.23638 6.15192
O -0.93740 -7.37400 4.73952
C 0.33020 -7.37028 4.33940
O 1.30096 -7.26575 5.04139
O 0.33998 -7.52272 3.01169
C 1.64650 -7.62814 2.43872
H -2.20855 -7.27115 6.30435
H -0.66070 -8.05868 6.68419
H -0.73819 -6.28477 6.50201
H 2.15213 -8.51009 2.83058
H 2.23553 -6.73943 2.64311
H 1.49240 -7.75072 1.37388
C -7.31194 -8.84524 4.49968
O -6.48972 -8.65497 3.34398
C -5.18217 -8.64196 3.59883
O -4.67617 -8.75848 4.68604
O -4.53054 -8.48264 2.44840
C -3.10518 -8.47429 2.58994
H -8.33772 -8.83044 4.14397
H -7.09856 -9.80408 4.96810
H -7.15747 -8.04142 5.21684
H -2.75839 -9.41859 3.00556
H -2.78078 -7.65148 3.21894
H -2.69714 -8.34872 1.59081
C 4.02761 6.42419 -7.13728
O 5.02597 7.21840 -7.79272
C 4.55830 7.96498 -8.79118
O 3.41252 8.01349 -9.15817
O 5.57383 8.65052 -9.31454
C 5.21070 9.50200 -10.40547
H 4.53873 5.87440 -6.35689
H 3.26568 7.05983 -6.70316
H 3.57936 5.72671 -7.84425
H 4.48921 10.25069 -10.08414
H 4.79926 8.91865 -11.22689
H 6.12797 9.98839 -10.72353
C -10.12391 3.19101 -5.07089
O -9.83292 2.65925 -3.77432
C -9.36901 1.41177 -3.78473
O -9.18219 0.73331 -4.76025
O -9.14321 1.04003 -2.52306
C -8.64006 -0.29015 -2.38342
H -10.48839 4.20026 -4.90500
H -9.22513 3.21940 -5.68394
H -10.89163 2.59848 -5.56440
H -7.68365 -0.39511 -2.89324
H -9.35169 -1.01444 -2.77494
H -8.50698 -0.44850 -1.31667
C -9.44071 5.29396 7.77876
O -9.35206 4.40054 6.66427
C -9.32642 3.11115 6.99660
O -9.36696 2.66704 8.11338
O -9.24700 2.39312 5.87484
C -9.21328 0.97908 6.08146
H -9.45244 6.29532 7.35898
H -10.35726 5.11846 8.33840
H -8.57842 5.17786 8.43252
H -10.12117 0.64232 6.57806
H -8.34100 0.69557 6.66778
H -9.15031 0.53579 5.09158
*
```

Results of the Löwdin charge analysis, in e, for atoms 1 through 2: 0.066 -0.219